Record 1
Entry from the Open Molecules 2025 dataset: C3H8N2 in the gas phase in a non-equilibrium geometry (wB97M-V/def2-TZVPD).

Properties
- gap between HOMO and LUMO (hartree) = 0.3916
- HOMO energy (eV) = -9.700
- structure (SMILES) = CC/N=C\N
- LUMO energy (eV) = 0.96
- energy relative to the best compared isomer or geometry (same formula, charge and spin) (eV) = 1.869

Last column: natural (NBO) charge in e.
Atoms and positions in Å:
C: -2.109 -0.058 -0.326  -0.614
C: -0.657 -0.378 -0.051  -0.266
N: 0.136 0.854 -0.203  -0.404
C: 1.371 0.774 -0.021  0.273
N: 2.086 -0.307 0.628  -0.891
H: -2.639 0.286 0.568  0.203
H: -2.156 0.765 -1.036  0.217
H: -2.702 -0.883 -0.733  0.207
H: -0.608 -0.896 0.909  0.205
H: -0.239 -1.049 -0.807  0.191
H: 2.084 1.589 -0.160  0.144
H: 2.761 0.109 1.257  0.365
H: 2.673 -0.808 -0.026  0.369

=====

Record 2
Entry from the Open Molecules 2025 dataset: a molecular structure, C24H55N3NbO4 in a non-equilibrium geometry (wB97M-V/def2-TZVPD).

Properties
- gap between HOMO and LUMO (alpha / beta) (hartree) = 0.2476 / 0.2471
- HOMO energy (alpha / beta) (eV) = -4.650 / -4.650
- LUMO energy (alpha / beta) (eV) = 2.09 / 2.07
- net charge = -1
- multiplicity = 3
- expectation value of S² = 2.01

Last column: Löwdin spin population.
Atoms and positions in Å:
C: -1.794 1.754 -0.697  0.000
C: -0.529 2.114 -1.485  0.000
C: -0.447 3.559 -1.960  0.000
O: 0.158 4.396 -0.998  0.000
Nb: -0.432 5.460 0.533  0.000
C: 1.436 6.236 1.580  0.000
C: 2.749 5.589 1.155  0.000
O: 3.092 5.869 -0.203  0.000
C: 2.771 4.080 1.362  0.000
N: 2.867 3.715 2.787  0.000
H: -1.593 1.643 0.365  0.000
H: -2.232 0.822 -1.054  0.000
H: -2.541 2.544 -0.776  0.000
H: 0.358 1.941 -0.877  0.000
H: -0.455 1.480 -2.372  0.000
H: -1.434 3.933 -2.242  0.000
H: 0.175 3.591 -2.863  0.000
H: -0.621 7.137 -0.247  0.000
H: -2.215 5.394 0.097  0.000
H: -0.669 3.974 1.626  0.000
H: -1.314 6.178 1.948  0.000
H: 1.534 7.321 1.480  0.000
H: 1.269 6.058 2.648  0.000
H: 3.564 6.000 1.771  0.000
H: 2.367 6.384 -0.594  0.000
H: 3.656 3.686 0.853  0.000
H: 1.890 3.632 0.896  0.000
H: 2.624 4.527 3.345  0.000
H: 2.135 3.049 3.007  0.000
C: -5.583 -2.375 -3.015  0.003
C: -4.262 -2.818 -2.376  0.025
C: -4.148 -4.345 -2.364  0.016
C: -5.091 -5.012 -1.364  0.001
C: -4.904 -4.436 0.040  0.016
C: -5.002 -2.907 0.100  0.025
N: -4.123 -2.314 -0.966  0.379
O: -2.900 -2.222 -0.598  0.525
C: -6.457 -2.450 -0.045  0.003
C: -4.504 -2.400 1.448  -0.001
C: -3.137 -2.207 -3.203  -0.001
H: -5.487 -2.455 -4.098  0.000
H: -6.435 -2.984 -2.727  0.000
H: -5.801 -1.335 -2.769  0.001
H: -3.117 -4.613 -2.115  0.002
H: -4.338 -4.710 -3.377  0.002
H: -6.130 -4.907 -1.686  0.000
H: -4.888 -6.085 -1.340  0.001
H: -5.650 -4.849 0.725  0.002
H: -3.923 -4.736 0.420  0.002
H: -6.505 -1.370 -0.187  0.001
H: -6.989 -2.697 0.874  0.000
H: -6.988 -2.929 -0.861  0.000
H: -3.507 -2.766 1.673  0.000
H: -5.191 -2.750 2.220  0.000
H: -4.478 -1.311 1.468  0.000
H: -3.183 -1.118 -3.174  0.000
H: -3.254 -2.536 -4.237  0.000
H: -2.160 -2.516 -2.844  -0.001
C: 4.524 -0.895 2.968  0.003
C: 4.846 -1.814 1.782  0.026
C: 6.004 -1.247 0.956  0.016
C: 5.623 -0.005 0.155  0.001
C: 4.399 -0.266 -0.722  0.017
C: 3.200 -0.836 0.045  0.026
N: 3.659 -2.003 0.878  0.390
O: 3.710 -3.101 0.217  0.511
C: 2.553 0.255 0.897  0.003
C: 2.142 -1.337 -0.930  -0.001
C: 5.219 -3.174 2.358  -0.001
H: 5.268 -1.065 3.747  0.000
H: 4.554 0.163 2.729  0.000
H: 3.541 -1.125 3.379  0.001
H: 6.351 -2.025 0.267  0.002
H: 6.833 -1.030 1.636  0.002
H: 5.439 0.842 0.821  0.000
H: 6.462 0.286 -0.479  0.001
H: 4.077 0.658 -1.207  0.002
H: 4.670 -0.968 -1.518  0.002
H: 1.814 -0.165 1.581  0.001
H: 2.039 0.953 0.239  0.000
H: 3.263 0.842 1.471  0.000
H: 2.555 -2.042 -1.646  0.000
H: 1.743 -0.476 -1.469  0.000
H: 1.322 -1.823 -0.400  0.000
H: 4.382 -3.604 2.908  0.000
H: 6.055 -3.035 3.046  0.000
H: 5.515 -3.873 1.581  -0.001

=====

Record 3
Entry from the Open Molecules 2025 dataset: 3 unconnected molecules or ions with the total composition C29H46F3N2O9 in a non-equilibrium geometry (wB97M-V/def2-TZVPD).

Properties
- gap between HOMO and LUMO (hartree) = 0.2289
- HOMO energy (eV) = -10.960
- LUMO energy (eV) = -4.73
- net charge = +1

Last column: Löwdin charge in e.
Atoms and positions in Å:
C: 2.809 -2.908 1.050  -0.103
C: 1.237 -3.075 0.745  -0.199
C: 1.017 -4.022 -0.552  -0.192
O: 1.179 -3.255 -1.772  -0.168
C: -0.089 -2.896 -2.336  -0.145
C: -0.735 -1.566 -1.731  0.000
N: -2.150 -1.558 -1.472  0.145
C: -2.883 -0.414 -0.962  -0.031
C: -4.470 -0.644 -0.776  -0.100
C: -4.932 -0.769 0.758  -0.084
C: -6.179 0.254 0.930  -0.115
F: -7.118 0.510 -0.134  -0.015
C: -6.424 1.003 2.140  -0.103
F: -6.313 2.425 2.159  0.057
F: -6.830 0.403 3.358  0.063
C: -2.163 0.948 -0.640  0.026
C: -3.119 2.128 -0.129  -0.106
O: -3.576 1.964 1.241  -0.091
C: -2.510 2.120 2.184  -0.386
C: -1.931 0.744 2.819  0.014
O: -2.039 3.208 2.573  0.096
C: -0.627 1.033 -0.838  0.105
C: 0.167 2.364 -0.486  -0.319
O: -0.285 3.314 0.200  0.091
O: 1.466 2.504 -1.027  -0.065
C: 2.310 3.372 -0.220  -0.151
C: 2.618 2.834 1.261  -0.347
C: 2.656 1.239 1.405  -0.088
C: 4.106 3.373 1.651  -0.088
C: 0.079 -0.262 -1.399  -0.078
N: 1.523 -0.331 -1.684  0.088
H: 3.034 -1.779 1.060  0.055
H: 3.456 -3.367 0.210  0.086
H: 3.151 -3.430 2.020  0.086
H: 0.640 -3.563 1.592  0.096
H: 0.793 -2.026 0.568  0.089
H: 0.054 -4.638 -0.508  0.119
H: 1.890 -4.779 -0.529  0.136
H: 0.096 -2.724 -3.465  0.159
H: -0.814 -3.788 -2.277  0.136
H: -2.665 -2.434 -1.673  0.162
H: -4.999 0.168 -1.377  0.125
H: -4.742 -1.649 -1.281  0.130
H: -5.328 -1.818 1.040  0.123
H: -4.073 -0.470 1.465  0.104
H: -4.073 2.062 -0.780  0.146
H: -2.705 3.178 -0.295  0.147
H: -1.909 -0.089 2.037  0.062
H: -2.710 0.410 3.611  0.105
H: -0.954 0.900 3.379  0.097
H: 3.331 3.416 -0.764  0.131
H: 1.951 4.471 -0.196  0.151
H: 1.868 3.351 1.963  0.143
H: 1.569 0.847 1.294  0.072
H: 3.334 0.707 0.659  0.085
H: 2.937 1.007 2.502  0.105
H: 4.888 2.638 1.223  0.092
H: 4.241 3.436 2.790  0.089
H: 4.318 4.392 1.143  0.088
H: 2.016 -0.104 -0.807  0.054
H: 1.775 0.425 -2.353  0.108
O: -1.823 -3.176 1.925  0.066
C: -2.521 -4.167 1.974  -0.522
O: -3.264 -4.518 0.905  -0.030
C: -4.002 -5.748 0.799  -0.226
C: -5.348 -5.638 1.485  -0.060
C: -2.639 -4.962 3.241  0.021
H: -3.409 -6.592 1.163  0.120
H: -4.157 -5.919 -0.269  0.123
H: -5.242 -5.444 2.554  0.072
H: -5.922 -6.558 1.357  0.090
H: -5.920 -4.804 1.070  0.080
H: -3.334 -4.458 3.916  0.106
H: -1.654 -5.014 3.709  0.100
H: -2.962 -5.990 3.092  0.075
O: 6.213 2.137 -2.069  0.085
C: 6.151 3.108 -2.791  -0.530
O: 7.059 4.094 -2.670  0.001
C: 7.170 5.209 -3.569  -0.226
C: 6.185 6.302 -3.208  -0.066
C: 5.019 3.270 -3.764  0.007
H: 7.079 4.882 -4.609  0.117
H: 8.187 5.591 -3.454  0.126
H: 5.152 5.957 -3.287  0.065
H: 6.311 7.165 -3.865  0.085
H: 6.333 6.620 -2.174  0.086
H: 4.137 3.629 -3.229  0.083
H: 4.802 2.296 -4.207  0.094
H: 5.236 3.940 -4.593  0.071

=====

Record 4
Entry from the Open Molecules 2025 dataset: 2 unconnected molecules or ions with the total composition C4H10O3 in a non-equilibrium geometry (wB97M-V/def2-TZVPD).

Properties
- gap between HOMO and LUMO (hartree) = 0.3929
- HOMO energy (eV) = -10.071
- structure (SMILES) = CCCC(=O)O.O
- LUMO energy (eV) = 0.62
- energy relative to the best compared isomer or geometry (same formula, charge and spin) (eV) = 0.502

Last column: natural (NBO) charge in e.
Atoms and positions in Å:
C: -1.394 -2.458 0.573  -0.605
C: -0.481 -1.204 0.614  -0.386
C: 0.088 -0.972 -0.796  -0.513
C: 0.890 0.314 -0.759  0.794
O: 1.930 0.439 -0.172  -0.591
O: 0.326 1.360 -1.427  -0.701
H: -2.055 -2.390 -0.295  0.199
H: -2.061 -2.520 1.430  0.215
H: -0.744 -3.314 0.443  0.209
H: 0.381 -1.528 1.210  0.207
H: -0.823 -0.264 1.032  0.210
H: 0.476 -1.847 -1.304  0.235
H: -0.740 -0.637 -1.443  0.214
H: 0.614 2.117 -0.889  0.510
O: 0.941 4.082 0.403  -0.948
H: 0.877 4.385 1.296  0.476
H: 1.775 4.436 0.083  0.476

=====

Record 5
Entry from the Open Molecules 2025 dataset: a molecular structure, C4H2LiO2 in a non-equilibrium geometry (wB97M-V/def2-TZVPD).

Properties
- gap between HOMO and LUMO (alpha / beta) (hartree) = 0.2088 / 0.2806
- HOMO energy (alpha / beta) (eV) = -6.686 / -8.700
- LUMO energy (alpha / beta) (eV) = -1.00 / -1.06
- multiplicity = 2
- expectation value of S² = 0.77
- energy relative to the best compared isomer or geometry (same formula, charge and spin) (eV) = 0.000

Last column: Löwdin spin population.
Atoms and positions in Å:
O: -1.357 -1.981 -0.198  0.086
C: -0.331 -1.430 -0.607  0.051
H: 0.094 -1.716 -1.595  0.005
C: -0.282 1.861 -0.410  0.189
C: 0.144 0.697 -0.318  0.051
C: 0.640 -0.542 0.227  0.341
O: 0.964 -0.590 1.456  0.251
Li: 1.216 1.162 2.100  0.007
H: -1.087 2.540 -0.656  0.018

=====

Record 6
Entry from the Open Molecules 2025 dataset: a molecular structure, C13H25ClGdNSiZr in a non-equilibrium geometry (wB97M-V/def2-TZVPD).

Properties
- gap between HOMO and LUMO (alpha / beta) (hartree) = 0.2649 / 0.2978
- HOMO energy (alpha / beta) (eV) = -7.648 / -8.005
- LUMO energy (alpha / beta) (eV) = -0.44 / 0.10
- multiplicity = 8
- expectation value of S² = 16.01

Last column: Löwdin spin population.
Atoms and positions in Å:
Gd: -2.987 1.994 -1.189  7.274
Cl: -1.945 1.470 1.175  -0.006
C: -4.165 0.057 -1.643  -0.105
C: -3.760 4.132 -0.795  -0.105
H: -4.941 0.308 -2.385  -0.001
H: -3.520 -0.729 -2.060  -0.007
H: -4.650 -0.334 -0.737  -0.004
H: -4.534 4.416 -1.523  -0.002
H: -2.926 4.848 -0.866  -0.007
H: -4.181 4.187 0.221  -0.003
Zr: 0.307 1.203 -0.225  -0.011
C: 1.493 2.601 0.937  0.000
C: -0.468 1.809 -2.098  -0.020
H: 1.801 3.435 0.287  0.000
H: 0.924 3.016 1.782  0.000
H: 2.402 2.123 1.326  0.000
H: -0.512 2.865 -2.428  0.000
H: -0.940 1.232 -2.919  0.001
C: -1.998 -2.154 0.585  0.000
Si: -0.210 -2.115 1.109  0.000
C: 0.001 -1.573 2.877  0.000
C: 0.553 -3.774 0.748  0.000
N: 0.588 -0.878 0.110  0.000
C: 1.962 -0.796 -0.208  0.000
C: 2.966 -1.425 0.553  0.000
C: 4.290 -1.072 0.321  0.000
C: 4.621 -0.138 -0.673  0.000
C: 3.644 0.467 -1.451  0.000
C: 2.294 0.110 -1.255  -0.002
H: -2.471 -3.026 1.062  0.000
H: -2.096 -2.260 -0.503  0.000
H: -2.550 -1.256 0.889  0.000
H: -0.432 -2.348 3.528  0.000
H: 1.059 -1.449 3.142  0.000
H: -0.519 -0.624 3.070  0.000
H: 0.462 -4.006 -0.322  0.000
H: 1.614 -3.842 1.018  0.000
H: 0.009 -4.547 1.312  0.000
H: 2.678 -2.117 1.351  0.000
H: 5.076 -1.539 0.918  0.000
H: 5.676 0.097 -0.845  0.000
H: 3.887 1.202 -2.222  0.000
H: 1.498 0.429 -1.973  -0.001

=====

| no. | calculated total energy (Eh) |
| --- | --- |
| 1 | -228.579987 |
| 2 | -1469.409144 |
| 3 | -2218.272954 |
| 4 | -384.131156 |
| 5 | -311.503329 |
| 6 | -2127.460896 |